# 1
{"formula": "C28H28BClErF4N2O", "method": "the ωB97M-V functional and the def2-TZVPD basis", "elements": ["Er", "Cl", "C", "C", "C", "C", "O", "C", "C", "N", "C", "C", "C", "C", "C", "C", "C", "C", "N", "C", "C", "H", "H", "H", "H", "H", "H", "H", "H", "H", "H", "C", "C", "C", "C", "C", "C", "C", "C", "C", "C", "C", "C", "H", "H", "H", "H", "H", "H", "H", "H", "H", "H", "H", "H", "H", "H", "H", "H", "H", "H", "F", "B", "F", "F", "F"], "xyz": [[0.02309, 0.48839, 1.06479], [0.35236, 7.29424, -2.18192], [0.62595, 5.75975, -1.47110], [1.73773, 5.58041, -0.57463], [1.87961, 4.33589, 0.01007], [0.93173, 3.30044, -0.09913], [1.05005, 2.27027, 0.72475], [-0.16927, 3.47404, -1.02322], [-1.21157, 2.55211, -1.16661], [-1.19938, 1.27583, -0.78967], [-2.12497, 0.42327, -1.50332], [-2.35569, 0.52210, -2.86871], [-3.39862, -0.19204, -3.44282], [-4.07678, -1.12983, -2.70363], [-3.65901, -1.46742, -1.37363], [-4.25089, -2.52415, -0.65529], [-3.85278, -2.72342, 0.65805], [-2.79574, -1.93621, 1.19794], [-2.22578, -0.91308, 0.49275], [-2.66695, -0.66336, -0.74356], [-0.25359, 4.71789, -1.73196], [2.44428, 6.41488, -0.40095], [2.71683, 4.05251, 0.67853], [-2.09325, 2.89472, -1.70449], [-1.67697, 1.11935, -3.43514], [-3.64811, -0.11313, -4.53727], [-4.76030, -1.80332, -3.17483], [-5.02417, -3.12329, -1.10937], [-4.29607, -3.40871, 1.32670], [-2.43715, -2.06817, 2.21379], [-0.83521, 4.83512, -2.60177], [2.33429, -1.51106, 3.39514], [1.99543, -1.41865, 1.91223], [1.10752, -2.37896, 1.34025], [0.38639, -3.37074, 2.25171], [0.92892, -2.46108, -0.06554], [0.01298, -3.57178, -0.61942], [1.41680, -1.45864, -0.90630], [0.96180, -1.23685, -2.31260], [2.29755, -0.50632, -0.35293], [3.05341, 0.40274, -1.30052], [2.57345, -0.42331, 1.01144], [3.53097, 0.59929, 1.49932], [1.45312, -1.20705, 3.99584], [3.15213, -0.85673, 3.67487], [2.65994, -2.57540, 3.60846], [0.03432, -2.87619, 3.17100], [0.97226, -4.21944, 2.52059], [-0.45172, -3.78443, 1.71528], [0.34960, -4.50466, -0.13922], [0.22808, -3.71135, -1.68419], [-1.03272, -3.42757, -0.31367], [1.71591, -1.37597, -3.10855], [0.62130, -0.20084, -2.50837], [0.09907, -1.87821, -2.49029], [2.39584, 0.95983, -1.98325], [3.81580, -0.18335, -1.92135], [3.65251, 1.18414, -0.80507], [3.36209, 1.49277, 0.88393], [4.61370, 0.28168, 1.32069], [3.44985, 0.83442, 2.57808], [-1.55240, 1.08067, 4.56613], [-0.94305, 0.85941, 3.39845], [0.49101, 1.20989, 3.33148], [-1.47581, 1.55880, 2.25411], [-0.95970, -0.57013, 3.00791]], "forces_ev_per_angstrom": [[0.094, -1.568, -1.129], [0.113, 0.284, -0.325], [0.414, -1.033, 0.948], [-0.773, -0.263, -0.621], [0.851, -0.057, 0.644], [-0.823, 0.123, -0.191], [-0.280, 0.592, -1.189], [1.347, 1.234, 1.089], [-0.226, -1.993, -0.428], [-0.170, 0.519, -1.238], [0.759, 0.161, 0.796], [0.306, 0.424, 1.697], [-1.014, -1.134, -1.422], [1.121, -0.351, 0.297], [-0.288, 0.580, -0.549], [0.496, 0.309, 1.084], [1.147, 1.216, -0.483], [-0.061, 1.460, -1.698], [0.219, -1.251, 1.856], [-0.923, -0.172, -1.209], [1.812, 0.199, 1.080], [-0.516, -0.725, -0.114], [-0.494, 0.691, -0.405], [0.048, -0.037, -0.302], [0.020, 0.637, -0.438], [0.401, 0.128, 1.326], [-0.607, -0.025, -0.225], [-0.113, -0.063, -0.035], [-0.519, -0.898, 0.302], [-0.050, -0.063, -0.212], [-1.352, 0.046, -0.518], [-0.249, -0.637, -0.322], [-0.122, 0.458, -1.287], [0.786, 0.096, 0.518], [-0.270, 1.178, -0.331], [-1.778, 0.014, 0.156], [1.479, -0.070, 0.670], [0.334, 0.891, 0.679], [-0.373, -0.072, -0.994], [0.610, 0.608, -0.515], [0.947, 0.266, -0.792], [-0.254, -2.117, 1.434], [1.626, 0.457, 0.240], [0.513, -0.485, -0.116], [0.057, 0.014, -0.069], [-0.592, 1.227, -0.009], [0.159, -0.236, -0.377], [0.816, -0.544, 0.297], [-0.465, 0.005, 0.089], [-0.233, 0.181, -0.193], [-0.684, 0.116, 0.229], [0.187, 0.046, -0.631], [-0.142, -0.380, 0.519], [0.110, -0.389, 0.533], [0.127, 0.068, -0.388], [0.120, -0.371, 0.025], [-1.213, 0.577, 0.718], [-0.365, -0.572, -0.213], [0.227, -0.042, 0.882], [-1.336, 0.259, 0.186], [-0.157, -0.046, -0.733], [0.275, 0.043, -0.583], [0.440, -0.245, 1.472], [-1.296, -0.622, -0.164], [-0.495, 0.013, 0.623], [0.273, 1.342, 0.061]], "s2": 3.752, "total_energy_ev": -86213.6197, "multiplicity": 4, "charge": 1}

# 2
{"formula": "C28H28Cl2OsSb2", "method": "the ωB97M-V functional and the def2-TZVPD basis", "elements": ["Os", "C", "C", "C", "Sb", "C", "C", "C", "C", "C", "C", "C", "C", "C", "C", "C", "C", "Sb", "C", "C", "C", "C", "C", "C", "C", "C", "C", "C", "C", "C", "H", "H", "H", "H", "H", "H", "H", "H", "H", "H", "H", "H", "H", "H", "H", "H", "H", "H", "H", "H", "H", "H", "H", "H", "H", "H", "Cl", "C", "Cl", "H", "H"], "xyz": [[-0.11940, -0.82220, -0.79100], [0.23180, 1.71340, 1.67770], [1.53020, 1.24370, 2.33290], [1.86300, -0.22380, 2.10010], [2.45500, -0.57350, -0.02800], [3.48870, -2.37840, -0.76350], [2.70760, -3.27510, -1.47740], [3.27380, -4.48320, -1.86290], [4.62310, -4.71580, -1.64540], [5.40080, -3.79800, -0.96020], [4.83610, -2.59800, -0.54250], [4.31510, 0.55340, 0.43630], [4.70350, 1.70990, -0.20940], [5.87540, 2.34010, 0.20480], [6.63120, 1.81430, 1.23110], [6.23380, 0.65050, 1.86670], [5.06810, 0.00900, 1.46440], [0.28460, 3.49250, 0.25670], [0.66050, 2.13170, -1.43770], [-0.36360, 1.21230, -1.76250], [-0.15000, 0.27150, -2.81550], [1.09560, 0.25930, -3.47910], [2.05550, 1.21160, -3.17760], [1.82200, 2.16510, -2.18330], [2.13550, 4.78580, 0.24070], [2.85170, 5.01330, 1.39610], [3.95000, 5.86890, 1.31760], [4.23140, 6.52530, 0.13180], [3.49060, 6.28880, -1.01380], [2.39080, 5.43570, -0.95400], [-0.50390, 2.00810, 2.42650], [-0.22010, 0.92800, 1.04510], [1.42290, 1.36790, 3.41590], [2.38240, 1.86060, 2.03080], [1.01570, -0.86870, 2.33140], [2.70700, -0.51250, 2.72450], [1.66260, -3.06800, -1.70940], [2.65750, -5.23830, -2.33520], [5.10020, -5.59340, -2.07350], [6.45070, -3.98040, -0.78720], [5.47360, -1.87470, -0.05120], [4.14810, 2.11290, -1.03890], [6.20670, 3.22320, -0.31920], [7.55160, 2.29780, 1.53580], [6.81260, 0.23690, 2.67870], [4.77410, -0.89730, 1.98410], [-1.38580, 1.47540, -1.48180], [-1.00580, -0.18470, -3.31730], [1.25540, -0.41570, -4.31100], [2.95400, 1.27050, -3.77680], [2.52620, 2.97460, -2.04010], [2.59510, 4.56110, 2.34360], [4.54640, 6.03710, 2.20420], [5.00190, 7.29050, 0.11050], [3.72090, 6.78480, -1.94690], [1.76470, 5.31300, -1.82950], [-2.45740, -1.44280, -0.94280], [-2.19810, -2.61390, 0.35410], [-0.46510, -2.51500, 0.65860], [-2.47620, -3.61880, 0.02270], [-2.75630, -2.32880, 1.25070]], "forces_ev_per_angstrom": [[1.194, 1.360, -1.197], [-0.363, 0.808, -0.262], [0.389, 0.208, -0.301], [0.198, -0.792, -0.206], [0.811, 0.393, 1.148], [-2.401, 0.923, 0.599], [-0.132, -0.697, -0.648], [-2.384, 0.802, -0.279], [1.838, -0.679, -0.029], [0.313, 0.991, 0.724], [2.341, -1.257, -0.072], [-0.902, -0.114, -0.791], [0.204, 0.098, -0.066], [-0.202, 0.041, -0.339], [0.368, 0.103, 0.183], [-0.243, -0.148, -0.026], [-0.109, -0.235, 0.356], [1.574, -0.521, 0.022], [-0.227, 0.645, 0.619], [-0.466, 0.216, -0.517], [-0.410, 0.384, -0.236], [0.082, -0.146, 0.079], [-0.079, 0.098, -0.110], [0.078, 0.093, -0.137], [-1.469, -1.113, -0.040], [0.464, 0.284, 0.673], [-0.396, -0.489, 0.409], [0.405, 0.493, -0.046], [-0.597, -0.393, -0.327], [0.228, 0.453, -0.629], [-0.057, -0.088, -0.107], [-0.054, 0.255, 0.043], [0.100, 0.027, -0.092], [0.035, -0.046, 0.117], [0.044, 0.014, 0.099], [-0.065, -0.061, -0.029], [0.249, -0.109, 0.131], [0.028, -0.068, 0.005], [-0.090, -0.008, 0.026], [0.077, -0.080, -0.007], [-0.076, 0.108, -0.105], [-0.013, 0.048, -0.043], [0.034, 0.138, -0.005], [-0.053, 0.022, -0.024], [0.080, -0.045, 0.039], [-0.022, 0.006, 0.000], [0.112, -0.206, 0.008], [0.179, -0.020, 0.166], [-0.036, -0.050, 0.025], [0.083, -0.034, -0.008], [0.095, -0.108, 0.056], [-0.023, -0.006, 0.060], [0.002, 0.063, 0.002], [0.041, -0.176, 0.006], [0.017, 0.074, 0.028], [-0.023, 0.031, -0.007], [-0.483, 0.303, -0.447], [-1.273, -0.754, 0.399], [0.700, -1.250, 1.275], [0.127, 0.179, 0.005], [0.158, 0.031, -0.168]], "s2": 6.051, "total_energy_ev": -70027.9067, "multiplicity": 5, "charge": 4}

# 3
{"formula": "C28H28ClN7SW", "method": "the ωB97M-V functional and the def2-TZVPD basis", "elements": ["W", "C", "C", "N", "C", "S", "N", "N", "C", "C", "C", "C", "C", "C", "C", "N", "H", "H", "H", "H", "H", "H", "H", "H", "H", "H", "H", "H", "H", "C", "C", "N", "C", "C", "C", "C", "C", "C", "C", "C", "N", "C", "N", "H", "H", "H", "H", "H", "H", "H", "H", "H", "Cl", "C", "C", "C", "C", "C", "C", "C", "H", "H", "H", "H", "H", "H"], "xyz": [[0.60003, 0.66817, 0.28966], [-4.42578, 4.34009, 2.99230], [-3.15130, 4.22869, 2.18243], [-2.58974, 2.87981, 2.31455], [-1.43399, 2.52606, 1.76926], [-0.81687, 0.91048, 2.17828], [-0.74186, 3.38771, 1.07661], [0.39468, 2.84387, 0.53073], [1.46918, 3.55365, 0.49860], [1.66390, 4.88511, 1.13183], [2.58124, 2.88712, -0.21369], [3.76070, 3.52737, -0.54983], [4.71839, 2.84048, -1.28049], [4.47897, 1.52840, -1.65443], [3.29108, 0.93402, -1.27675], [2.35622, 1.59805, -0.57704], [-4.84250, 5.33951, 2.88516], [-4.23821, 4.16892, 4.05279], [-5.17828, 3.62935, 2.64817], [-2.39896, 4.94412, 2.51930], [-3.33003, 4.42105, 1.12335], [-3.07907, 2.20659, 2.88211], [0.92591, 5.03746, 1.91438], [1.54328, 5.68600, 0.39772], [2.66372, 4.95922, 1.55586], [3.92293, 4.55322, -0.25440], [5.64112, 3.33198, -1.55815], [5.19818, 0.96471, -2.23058], [3.06631, -0.09110, -1.52894], [-1.74375, 0.79851, -3.40252], [-0.94756, 1.24115, -2.36479], [-1.00538, 0.67219, -1.14946], [-1.88385, -0.33047, -0.94633], [-2.64127, -0.89860, -1.95121], [-2.57820, -0.29295, -3.20530], [-3.50557, -2.05441, -1.64478], [-3.16169, -3.20994, -1.07048], [-1.83247, -3.78718, -0.72607], [-1.85179, -4.86277, 0.24169], [-0.65784, -5.27275, 0.76865], [0.45055, -4.83974, 0.16684], [0.39964, -4.14779, -1.10994], [-0.76273, -3.32537, -1.29938], [-1.68465, 1.28860, -4.36356], [-0.24196, 2.05225, -2.48745], [-1.96427, -0.71269, 0.06240], [-3.17091, -0.67908, -4.02488], [-4.54964, -1.92817, -1.91184], [-3.97577, -3.90183, -0.88307], [-2.78396, -5.20043, 0.66435], [-0.56777, -5.88718, 1.65596], [0.47398, -4.86063, -1.94884], [2.16477, -0.56606, 1.92874], [2.34496, -2.14499, 1.12337], [2.84208, -3.22785, 1.95872], [2.58222, -4.47644, 1.57032], [1.91794, -4.75600, 0.25582], [1.82917, -3.59745, -0.78478], [1.80435, -2.26183, -0.09100], [0.92425, -1.20026, -0.59051], [3.36486, -3.00546, 2.87846], [2.90440, -5.31363, 2.17621], [2.36904, -5.64366, -0.19782], [2.54672, -3.61560, -1.60566], [-0.00058, -1.34860, 0.07890], [0.54343, -1.39303, -1.58956]], "forces_ev_per_angstrom": [[-0.347, 0.139, -0.060], [-0.030, 0.013, -0.003], [0.043, -0.043, -0.015], [0.006, 0.019, -0.032], [-0.082, 0.039, 0.076], [0.006, -0.286, 0.034], [0.093, 0.104, -0.211], [0.187, -0.348, 0.579], [0.479, -0.021, -0.251], [-0.312, 0.064, -0.143], [0.009, 0.075, -0.169], [-0.100, -0.049, 0.047], [0.066, 0.016, -0.028], [-0.033, -0.019, 0.007], [0.102, 0.084, 0.021], [-0.154, -0.045, 0.194], [0.000, 0.000, 0.007], [0.006, 0.000, 0.000], [0.003, -0.004, -0.003], [-0.017, 0.004, 0.003], [-0.013, 0.025, 0.009], [0.006, 0.004, 0.011], [-0.035, -0.003, -0.023], [0.006, 0.008, 0.008], [0.007, -0.022, -0.011], [-0.001, 0.004, 0.001], [0.003, -0.011, -0.006], [0.001, -0.001, 0.001], [0.002, -0.004, -0.001], [0.020, 0.009, 0.025], [-0.005, -0.010, -0.031], [0.034, 0.078, 0.037], [-0.018, -0.001, -0.002], [0.041, 0.052, 0.011], [0.002, -0.001, -0.001], [-0.026, -0.080, 0.018], [-0.044, 0.066, -0.041], [0.041, 0.019, -0.019], [0.093, -0.056, 0.031], [-0.092, -0.077, -0.025], [0.045, 0.128, 0.057], [-0.037, 0.009, -0.081], [-0.009, -0.008, 0.045], [-0.003, -0.003, -0.003], [-0.004, -0.001, -0.013], [-0.010, -0.013, -0.005], [-0.002, -0.001, 0.000], [-0.001, -0.003, 0.005], [-0.006, 0.002, 0.005], [0.000, -0.006, 0.007], [-0.019, 0.009, 0.007], [-0.007, 0.000, 0.017], [0.011, 0.000, -0.013], [-0.058, 0.007, -0.096], [-0.026, -0.115, -0.058], [0.065, 0.057, 0.117], [0.002, -0.052, -0.085], [0.034, -0.001, 0.028], [0.030, 0.014, 0.185], [0.039, 0.162, -0.100], [0.000, -0.001, 0.007], [0.000, -0.002, -0.006], [-0.013, -0.002, 0.007], [-0.009, -0.008, -0.008], [0.031, 0.107, -0.067], [-0.002, -0.020, 0.004]], "s2": 2.023, "de_lowest_ev": 2.9852, "multiplicity": 3, "charge": 2}

Maximum force values, unit eV/A, following the record order: 2.6; 2.7; 0.7.